# 1
{"formula": "C4H3NO2S", "method": "ωB97M-V/def2-TZVPD", "charge": 0, "homo_ev": [-9.435, -9.437], "energy_ha": -757.48756, "lumo_energy_ev": [-2.77, -2.77], "molar_mass_da": 129.14, "de_lowest_kcal_mol": 110.0, "orbital_gap_ev": [6.67, 6.67], "species": ["C", "C", "C", "C", "N", "O", "O", "S", "H", "H", "H"], "xyz": [[-0.5750, -3.5385, -1.8319], [0.5184, 0.8129, -0.5813], [-0.1540, -0.3103, -0.8308], [-1.1028, -1.1703, -1.4795], [-0.6372, -2.3884, -1.8658], [-0.3624, -4.6755, -1.8856], [-2.2484, -0.7297, -1.6659], [-0.6513, -1.9192, 1.5147], [0.8337, 0.9554, 0.4594], [0.7554, 1.6232, -1.2509], [0.3029, -1.1900, 2.0547]], "atomic_forces_ev_per_a": [[0.826, -4.419, -0.073], [-1.192, -2.277, 0.704], [1.218, 1.393, 2.650], [-2.765, 1.496, -0.386], [-0.481, 4.580, -0.348], [-0.291, -0.579, 0.129], [2.270, -1.303, 0.095], [0.007, 0.996, -2.162], [0.014, -0.038, -0.424], [-0.117, -0.143, -0.549], [0.512, 0.294, 0.364]]}

# 2
{"formula": "C2O3", "method": "ωB97M-V/def2-TZVPD", "charge": 0, "homo_ev": -12.945, "energy_ha": -301.95025, "lumo_energy_ev": 0.67, "molar_mass_da": 72.02, "de_lowest_kcal_mol": 8.3, "orbital_gap_ev": 13.62, "species": ["C", "C", "O", "O", "O"], "xyz": [[1.0807, 0.0731, 0.1883], [-1.7219, 0.5519, -0.2121], [1.4105, 0.2382, 1.3068], [-1.5071, -0.5537, -0.1298], [0.7807, -0.1294, -0.8734]], "atomic_forces_ev_per_a": [[2.035, 0.556, 5.238], [-0.248, -0.652, 0.088], [-0.568, -0.036, -1.450], [-0.913, 0.592, 0.157], [-0.306, -0.460, -4.033]]}

# 3
{"formula": "C35H28CaN4O10S", "method": "ωB97M-V/def2-TZVPD", "charge": -2, "homo_ev": -3.101, "energy_ha": -3397.85318, "lumo_energy_ev": 4.13, "molar_mass_da": 736.77, "de_lowest_kcal_mol": 15.8, "orbital_gap_ev": 7.23, "species": ["Ca", "O", "C", "C", "O", "O", "C", "C", "C", "C", "C", "C", "C", "C", "C", "C", "C", "C", "H", "H", "H", "H", "H", "H", "H", "H", "H", "H", "H", "O", "C", "O", "C", "C", "C", "C", "C", "C", "O", "N", "O", "O", "N", "O", "O", "H", "H", "S", "C", "C", "C", "C", "C", "C", "C", "C", "C", "N", "H", "H", "H", "H", "H", "H", "C", "C", "C", "C", "C", "N", "H", "H", "H", "H", "H", "H", "H", "H", "H"], "xyz": [[0.4243, -0.1656, -0.2416], [1.2869, -1.0773, 1.6759], [2.2878, -0.9083, 2.6733], [1.5241, -0.7062, 4.0150], [2.1988, -0.5274, 5.0398], [0.2825, -0.8719, 3.8939], [3.1881, 0.2429, 2.2233], [3.6079, 1.2722, 3.0554], [4.4038, 2.2953, 2.5461], [4.7891, 2.3056, 1.2153], [4.3792, 1.2714, 0.3806], [3.5949, 0.2501, 0.8882], [3.1239, -2.1939, 2.7538], [2.7694, -3.3158, 2.0206], [3.5419, -4.4738, 2.0914], [4.6693, -4.5152, 2.8954], [5.0246, -3.3894, 3.6339], [4.2571, -2.2383, 3.5626], [0.4702, -1.0191, 2.2756], [3.2984, 1.2592, 4.0908], [4.7139, 3.1018, 3.2010], [5.3944, 3.1146, 0.8242], [4.6582, 1.2656, -0.6657], [3.2936, -0.5609, 0.2302], [1.8891, -3.2685, 1.3935], [3.2538, -5.3401, 1.5076], [5.2712, -5.4152, 2.9460], [5.9031, -3.4095, 4.2685], [4.5215, -1.3659, 4.1459], [-0.9713, 1.0974, 1.0841], [-0.5655, 1.9926, 0.2979], [0.6527, 2.1241, -0.0132], [-1.5994, 2.7203, -0.5028], [-1.7268, 4.0722, -0.4902], [-2.6865, 4.6832, -1.3209], [-3.4811, 3.9326, -2.1552], [-3.3551, 2.5596, -2.1620], [-2.3820, 1.8401, -1.3827], [-2.1261, 0.6217, -1.4522], [-4.2491, 1.8471, -3.0886], [-4.6787, 2.4592, -4.0590], [-4.5356, 0.6938, -2.8408], [-2.8485, 6.1264, -1.3062], [-2.1280, 6.7761, -0.5600], [-3.6854, 6.6353, -2.0406], [-1.0924, 4.6807, 0.1392], [-4.2007, 4.4111, -2.8021], [0.3842, -2.7725, -4.3635], [0.8810, -3.9000, -3.1800], [1.1573, -3.2819, -1.9978], [1.0009, -1.8418, -1.9775], [0.5731, -1.4664, -3.2276], [0.2806, -0.0732, -3.6455], [-0.3148, 0.2461, -4.8662], [-0.5657, 1.5687, -5.1718], [-0.2056, 2.5571, -4.2667], [0.3736, 2.1573, -3.0747], [0.6066, 0.8830, -2.7613], [0.9308, -4.9531, -3.4160], [1.4642, -3.8542, -1.1279], [-0.6026, -0.5442, -5.5474], [-1.0516, 1.8285, -6.1052], [-0.3951, 3.6044, -4.4594], [0.6454, 2.8716, -2.3063], [-4.0751, -2.7487, 2.0663], [-3.6612, -1.6202, 1.1163], [-3.7462, -0.2738, 1.8409], [-4.5163, -1.6035, -0.1544], [-2.2517, -1.8742, 0.7156], [-1.1652, -2.1036, 0.4231], [-5.1161, -2.5846, 2.3557], [-3.4584, -2.7465, 2.9653], [-3.9975, -3.7267, 1.5887], [-4.7870, -0.1360, 2.1459], [-3.4354, 0.5433, 1.1949], [-3.1022, -0.2552, 2.7206], [-5.5316, -1.3079, 0.1220], [-4.5534, -2.5931, -0.6142], [-4.1263, -0.8884, -0.8775]], "atomic_forces_ev_per_a": [[0.262, -0.743, -0.904], [-0.180, 0.033, 0.533], [0.472, -0.182, -0.786], [-0.240, -0.519, 0.664], [0.006, 0.245, -0.154], [0.185, 0.241, -0.099], [-0.035, -0.005, 0.068], [-0.015, -0.033, -0.110], [-0.010, 0.018, 0.089], [-0.040, -0.089, -0.037], [-0.004, 0.060, 0.108], [0.003, -0.044, -0.081], [-0.099, 0.297, 0.113], [0.047, -0.117, -0.013], [-0.086, 0.121, -0.015], [0.017, 0.027, 0.018], [-0.070, -0.020, -0.036], [0.080, -0.036, 0.032], [0.097, -0.153, 0.085], [0.003, 0.019, 0.050], [-0.006, -0.003, 0.005], [-0.003, 0.006, 0.014], [0.000, -0.007, -0.004], [0.003, -0.010, 0.022], [0.009, -0.038, -0.011], [0.014, -0.012, 0.001], [0.005, -0.002, 0.006], [0.003, -0.010, 0.001], [-0.026, 0.002, -0.008], [-0.227, 0.477, 0.184], [0.011, 0.028, 0.262], [-0.297, 0.495, 0.086], [-0.102, 0.196, -0.051], [-0.023, -0.155, -0.013], [-0.088, 0.659, 0.018], [-0.023, -0.043, -0.017], [-0.525, -0.234, -0.536], [0.363, -0.042, 0.293], [-0.043, 0.128, -0.026], [0.497, 0.234, 0.489], [-0.088, 0.023, -0.133], [-0.100, -0.116, -0.026], [0.198, -0.650, 0.013], [-0.022, 0.118, 0.024], [-0.081, 0.107, -0.030], [-0.010, 0.009, -0.003], [0.008, -0.027, 0.018], [-0.068, -0.143, -0.328], [0.013, 0.005, 0.082], [0.028, 0.241, 0.112], [0.082, -0.644, -0.354], [0.050, 0.737, 0.148], [0.173, -0.471, 0.326], [-0.053, 0.030, -0.099], [-0.017, -0.001, -0.049], [-0.004, 0.014, -0.007], [0.044, -0.150, 0.101], [-0.056, -0.001, -0.038], [0.002, -0.008, -0.001], [0.010, 0.010, -0.002], [-0.001, 0.014, 0.000], [-0.001, -0.001, 0.006], [0.000, 0.000, 0.000], [-0.003, 0.016, 0.004], [-0.121, -0.009, -0.002], [0.518, -0.080, -0.159], [0.020, -0.017, 0.006], [-0.072, -0.018, 0.071], [-0.319, 0.123, 0.158], [-0.159, 0.025, 0.054], [0.010, -0.037, 0.020], [0.009, 0.003, -0.010], [0.012, 0.020, -0.017], [0.025, 0.067, 0.024], [0.012, 0.009, -0.051], [-0.003, -0.013, -0.012], [-0.011, -0.027, -0.043], [0.024, 0.022, -0.019], [0.016, 0.032, -0.022]]}